A:
20
Properties=species:S:1:pos:R:3 method="wB97M-V/def2-TZVPD" lumo_ev=0.53 homo_energy_ha=-0.3378 smiles="C=CC(=C)C=C.O.O"
C 0.657 -2.924 -0.100
C 0.914 -3.976 -0.857
C -1.081 -1.525 -1.012
C -0.618 -2.159 0.061
C -1.157 -2.256 1.438
C -0.404 -1.746 2.397
H 1.397 -2.786 0.710
H 1.828 -4.500 -0.581
H 0.216 -4.462 -1.520
H -2.029 -0.981 -0.946
H -0.489 -1.402 -1.901
H -2.173 -2.640 1.516
H -0.633 -1.593 3.460
H 0.561 -1.238 2.388
H 0.168 5.525 1.423
H -0.744 5.295 0.324
O -0.769 5.521 1.257
H 0.706 5.548 -2.579
H 2.270 6.077 -2.918
O 1.380 6.223 -2.560


B:
20
Properties=species:S:1:pos:R:3 method="wB97M-V/def2-TZVPD" lumo_ev=0.51 homo_energy_ha=-0.3043 smiles="CC/C=C/C=C/O.O"
C 1.211 -2.033 1.981
C -0.266 -1.825 1.582
C -0.477 -0.731 0.573
C 0.009 -0.666 -0.674
C -0.232 0.462 -1.588
C 0.665 0.763 -2.516
O 0.537 1.778 -3.434
H 1.454 -3.083 2.044
H 1.404 -1.599 2.962
H 1.906 -1.509 1.325
H -0.888 -1.597 2.449
H -0.632 -2.774 1.176
H -1.263 0.002 0.761
H 0.769 -1.383 -0.979
H -1.139 0.993 -1.387
H 1.555 0.194 -2.707
H 0.035 2.523 -3.068
H -1.681 3.187 -0.225
H -1.073 3.706 1.104
O -1.894 3.593 0.621


It is B that is most stable; the runner-up trails by 34.5 kcal/mol.